The following is a DFT calculation (ωB97M-V/def2-TZVPD) of a structure of composition C18H18BBaIN2O2.

Computed properties:
charge: 0
2S+1: 1
E_tot: -35506.259 eV
highest occupied orbital energy: -6.4 eV
HOMO-LUMO gap: 5.67 eV

Cartesian coordinates (Å):
1 C 2.67 3.72 -0.29
2 C 3.63 2.58 -0.63
3 H 2.15 4.12 -1.17
4 H 3.23 4.54 0.17
5 H 1.92 3.49 0.50
6 H 3.30 1.86 -1.40
7 H 4.55 3.00 -1.06
8 H 3.94 2.02 0.26
9 C -2.43 1.61 -1.74
10 C -3.69 1.52 -2.34
11 C -3.98 0.39 -3.10
12 C -3.00 -0.61 -3.22
13 H -2.14 2.47 -1.11
14 H -4.40 2.33 -2.19
15 H -4.94 0.29 -3.59
16 H -3.18 -1.50 -3.81
17 N -1.49 0.66 -1.88
18 C -1.75 -0.47 -2.59
19 C -0.67 -1.48 -2.66
20 N 0.49 -1.21 -1.99
21 C 1.48 -2.11 -1.97
22 C 0.24 -3.62 -3.39
23 C 1.39 -3.34 -2.65
24 H 2.37 -1.86 -1.39
25 H 2.23 -4.03 -2.61
26 C -0.79 -2.68 -3.39
27 H -1.70 -2.83 -3.97
28 H 0.14 -4.54 -3.96
29 Ba 0.86 1.50 -0.83
30 I -0.73 3.84 0.77
31 O 0.10 -1.61 2.14
32 B 0.38 -0.40 1.46
33 O 0.36 0.64 2.45
34 C 0.04 0.07 3.63
35 C 0.06 0.63 4.88
36 C 0.02 -0.24 5.98
37 C -0.10 -1.62 5.80
38 C -0.20 -2.18 4.51
39 C -0.10 -1.32 3.45
40 H 0.12 1.71 4.97
41 H 0.08 0.18 6.99
42 H -0.13 -2.28 6.66
43 H -0.33 -3.25 4.33